The following is a DFT calculation (ωB97M-V/def2-TZVPD) of one molecule with the formula C15H26N4O3.

```
48
Properties=species:S:1:pos:R:3:nbo_charge:R:1
C -1.2252 -0.5805 2.5272 -0.602
C -2.3829 -1.3717 1.9262 -0.406
C -3.5555 -0.4973 1.4691 -0.406
C -3.4215 0.0431 0.0452 -0.222
N -2.3014 0.9632 -0.1098 -0.474
C -2.4944 2.2443 0.3548 0.804
O -3.5276 2.6199 0.8548 -0.614
N -1.4164 3.0727 0.1940 -0.642
C -0.1738 2.7841 -0.3524 0.687
O 0.6385 3.6909 -0.4008 -0.632
C -0.0127 1.4159 -0.8062 -0.445
C 1.2189 0.9368 -1.2994 0.426
C 2.4603 1.7666 -1.3239 -0.705
N 1.3032 -0.2967 -1.7672 -0.542
C 2.4943 -1.0202 -2.1263 -0.219
C 3.0999 -1.7460 -0.9184 -0.432
C 2.1408 -2.8137 -0.3582 -0.214
N 2.5862 -3.5150 0.8256 -0.434
C 3.7682 -4.3243 0.6323 -0.413
C 2.6859 -2.6853 2.0051 -0.414
C -1.1430 0.5110 -0.7155 0.693
O -1.1282 -0.6518 -1.1330 -0.673
H -0.7326 0.0408 1.7832 0.194
H -0.4842 -1.2621 2.9413 0.206
H -1.5801 0.0641 3.3288 0.205
H -2.7464 -2.0682 2.6850 0.202
H -2.0216 -1.9618 1.0818 0.208
H -4.4722 -1.0898 1.4899 0.212
H -3.6865 0.3409 2.1553 0.214
H -4.3296 0.5913 -0.2169 0.224
H -3.2631 -0.7745 -0.6594 0.234
H -1.5387 4.0278 0.5115 0.430
H 3.2533 1.2717 -0.7671 0.227
H 2.7923 1.8897 -2.3543 0.234
H 2.2798 2.7476 -0.9007 0.292
H 0.4237 -0.8295 -1.6999 0.453
H 2.2125 -1.7558 -2.8843 0.208
H 3.2333 -0.3439 -2.5616 0.209
H 3.3252 -1.0191 -0.1363 0.201
H 4.0340 -2.2157 -1.2299 0.210
H 1.1849 -2.3450 -0.1091 0.201
H 1.9552 -3.5650 -1.1320 0.191
H 3.8803 -4.9856 1.4914 0.202
H 3.6434 -4.9356 -0.2598 0.199
H 4.6931 -3.7355 0.5331 0.160
H 3.5581 -2.0132 1.9989 0.160
H 1.7824 -2.0857 2.1000 0.202
H 2.7665 -3.3316 2.8792 0.202
```

largest force on an atom = 0.6 eV Å⁻¹
frontier orbital gap = 9.06 eV
SMILES = CCCCN1C(=O)NC(=O)/C(=C(\C)NCCCN(C)C)C1=O
spin multiplicity = 1
DFT total energy = -1031.99108 Eh
HOMO level = -8.54 eV

The following is a DFT calculation (ωB97M-V/def2-TZVPD) of one molecule with the formula C4H7N3 at a distorted geometry.

```
14
Properties=species:S:1:pos:R:3:nbo_charge:R:1
C -1.8150 0.8967 0.5092 -0.056
N -1.1732 0.5979 -0.5417 -0.363
C 0.1240 -0.1310 -0.3359 0.167
N 0.1143 -1.1067 -1.3413 -0.412
C 0.1874 -2.3202 -1.0307 -0.024
N 1.0103 0.9844 -0.5406 -0.417
C 1.5443 1.1863 -1.6253 -0.013
H -2.6748 1.5109 0.2307 0.179
H -1.6423 0.6028 1.6011 0.167
H 0.4582 -0.6880 0.6560 0.142
H 0.1489 -3.1234 -1.7663 0.178
H 0.3973 -2.6119 -0.0215 0.133
H 2.0476 2.1815 -1.8943 0.161
H 1.5780 0.5109 -2.4731 0.158
```

largest force on an atom = 3.9 eV Å⁻¹
frontier orbital gap = 10.37 eV
SMILES = C=NC(N=C)N=C
spin multiplicity = 1
DFT total energy = -320.76954 Eh
HOMO level = -9.42 eV

The following is a DFT calculation (ωB97M-V/def2-TZVPD) of C32H33F3N6O5SY as an isolated structure.

```
81
Properties=species:S:1:pos:R:3:mulliken_charge:R:1
Y -0.0670 0.8809 -0.7292 0.260
C -2.7192 -2.6404 -0.2630 -1.770
N -1.3355 -2.4191 0.1116 1.693
C -1.1303 -2.0538 1.5038 -1.490
C -1.9244 -0.8447 1.9380 1.158
C -2.1542 -0.6412 3.2918 -1.144
C -2.8640 0.4748 3.6925 -0.443
C -3.3675 1.3297 2.7255 -0.971
C -3.1014 1.0418 1.3985 -0.565
N -2.3764 -0.0050 1.0050 0.274
C -0.5510 -3.5959 -0.2641 -1.350
C 0.8951 -3.2888 -0.5216 0.620
C 1.8541 -3.8597 0.2431 -0.602
C 3.2851 -3.5963 0.2809 -0.692
C 3.9824 -2.6305 -0.3239 -0.937
C 3.4184 -1.5915 -1.2496 0.464
N 1.0700 -2.4562 -1.5804 0.318
C -3.0158 -2.1933 -1.6769 0.568
C -4.2552 -2.4975 -2.2365 -1.064
C -4.5403 -2.0581 -3.5136 -0.350
C -3.5765 -1.3306 -4.1973 -0.928
C -2.3746 -1.0773 -3.5625 -0.098
N -2.0900 -1.5002 -2.3284 0.477
H -2.9901 -3.7049 -0.1685 0.498
H -3.3883 -2.0955 0.3961 0.682
H -1.3792 -2.8911 2.1818 0.448
H -0.0643 -1.8384 1.6412 0.326
H -1.7586 -1.3431 4.0151 0.455
H -3.0278 0.6712 4.7449 0.414
H -3.9427 2.2075 2.9854 0.444
H -3.4802 1.6859 0.6156 0.543
H -0.6304 -4.3780 0.5054 0.344
H -0.9875 -3.9869 -1.1868 0.471
H 1.4941 -4.5716 0.9767 0.276
H 3.8452 -4.2620 0.9320 0.336
H 5.0512 -2.5864 -0.1402 0.371
H 4.2250 -1.2679 -1.9152 0.608
H -4.9784 -3.0664 -1.6640 0.442
H -5.4994 -2.2737 -3.9685 0.398
H -3.7528 -0.9548 -5.1957 0.447
H -1.6016 -0.4958 -4.0488 0.149
C 3.6033 3.3257 -1.4481 -1.580
C 2.9441 2.0905 -0.8872 0.613
O 1.7205 2.2489 -0.5143 -0.681
C 3.6302 0.8990 -0.8688 -1.354
C 3.0023 -0.3356 -0.4882 1.116
C 2.3442 -2.1853 -2.1827 -1.656
N 2.1642 -0.4754 0.5003 0.597
N 2.3297 0.4421 1.5380 -0.845
C 1.2767 1.0172 1.9874 0.152
O 0.0894 0.9761 1.4466 1.064
C 1.4131 1.8143 3.2432 0.236
C 2.5716 1.7783 4.0164 -0.472
C 2.6549 2.5178 5.1851 -0.656
C 1.5842 3.3042 5.5981 -0.375
C 0.4307 3.3474 4.8282 -0.977
C 0.3459 2.6055 3.6568 -0.320
H 3.2366 3.4968 -2.4638 0.277
H 4.6889 3.2369 -1.4729 0.424
H 3.3154 4.1869 -0.8451 0.328
H 4.5929 0.8649 -1.3647 0.285
H 2.1721 -1.5045 -3.0123 0.572
H 0.2746 -1.9024 -1.8700 -0.048
H 2.7531 -3.1169 -2.5862 0.292
H 3.3949 1.1640 3.6769 0.431
H 3.5597 2.4823 5.7804 0.388
H 1.6527 3.8820 6.5122 0.372
H -0.4045 3.9651 5.1372 0.393
H -0.5428 2.6291 3.0395 0.454
C 0.6461 0.4130 -2.9569 -2.011
H 1.6981 0.7010 -3.0973 0.486
H 0.0655 1.0863 -3.6061 0.443
H 0.5425 -0.5767 -3.4217 0.584
F -1.7862 3.6735 -4.0122 -0.252
C -1.3033 3.8827 -2.7825 0.597
F -1.3834 5.1906 -2.5201 -0.248
F -0.0183 3.5309 -2.7655 -0.142
S -2.2623 2.9222 -1.5400 1.127
O -2.2175 1.5448 -2.0374 -0.464
O -3.5426 3.5615 -1.5168 -0.622
O -1.4336 3.0200 -0.3356 -0.608
```

largest force on an atom = 0.8 eV Å⁻¹
frontier orbital gap = 6.79 eV
total charge = -1
spin multiplicity = 1
DFT total energy = -2680.23813 Eh
HOMO level = -4.29 eV

The following is a DFT calculation (ωB97M-V/def2-TZVPD) of C22H29F7MoN6S3SbSi as an isolated structure at a distorted geometry.

```
70
Properties=species:S:1:pos:R:3:nbo_charge:R:1
Mo 0.8246 -0.9529 -0.0782 1.262
C 2.0820 -1.7088 5.5946 -0.745
S 2.9780 -0.7911 4.3289 0.345
C 1.9916 -1.0874 2.9228 -0.082
S 2.7061 -0.6270 1.4320 0.167
N 0.8116 -1.6065 3.0622 -0.400
N 0.2049 -1.7822 1.8364 -0.231
C -0.9595 -2.3153 1.8699 0.160
C -1.5126 -2.7834 0.6060 0.164
C -2.6114 -3.6075 0.4965 -0.223
C -2.8520 -4.1951 -0.7442 -0.159
C -1.9714 -3.9768 -1.7842 -0.233
C -0.8843 -3.1183 -1.6114 0.067
N -0.7224 -2.4994 -0.4413 -0.435
H 2.5711 -1.4682 6.5369 0.233
H 2.1504 -2.7778 5.4094 0.230
H 1.0422 -1.3981 5.6312 0.237
H -1.4241 -2.5413 2.8221 0.231
H -3.2384 -3.7999 1.3552 0.240
H -3.7008 -4.8546 -0.8725 0.228
H -2.0919 -4.4751 -2.7360 0.238
H -0.1004 -2.9396 -2.3804 0.333
C -0.1038 -0.2916 -2.3342 -0.635
Si 2.8247 1.3080 -1.9610 2.162
C 4.6071 1.5756 -1.5117 -1.200
C 2.0947 2.7941 -2.8443 -1.188
N 1.7477 0.9074 -0.6097 -1.056
C 1.6381 1.9271 0.3325 0.104
C 2.4010 3.1064 0.3740 -0.204
C 2.2286 4.0473 1.3789 -0.208
C 1.3026 3.8677 2.3949 -0.238
C 0.5286 2.7150 2.3965 -0.248
C 0.7252 1.8221 1.3791 0.323
F -0.0479 0.6713 1.3666 -0.309
H 0.2263 0.5415 -2.9467 0.262
H -0.6625 -1.0097 -2.9217 0.256
H 0.8855 -0.8578 -2.1984 0.313
H 5.2183 0.8800 -2.0870 0.282
H 4.7918 1.3724 -0.4564 0.256
H 4.9254 2.5967 -1.7357 0.232
H 2.2516 2.6680 -3.9182 0.252
H 2.5556 3.7389 -2.5557 0.238
H 1.0206 2.8829 -2.6654 0.235
H 3.1657 3.2876 -0.3669 0.216
H 2.8505 4.9331 1.3697 0.217
H 1.1900 4.6009 3.1809 0.219
H -0.2078 2.5014 3.1595 0.237
F 1.7299 -2.4857 -0.6841 -0.523
Sb 3.7015 -2.7083 -2.6470 2.191
F 2.7287 0.1565 -3.0858 -0.661
F 1.2309 -2.5471 -3.2964 -0.864
F 5.2378 -1.9491 -3.5530 -0.745
F 4.7479 -3.8156 -1.4495 -0.744
F 3.8438 -1.2648 -1.3562 -0.734
C -4.8498 2.7355 1.0746 -0.408
N -4.9219 1.5905 0.1883 -0.361
C -5.6048 1.5481 -1.0180 -0.079
C -5.3840 0.3393 -1.5656 -0.070
N -4.5608 -0.3410 -0.6868 -0.541
C -4.2643 0.4229 0.3979 0.255
S -3.2761 0.0088 1.6856 -0.339
H -5.7917 3.2773 1.0294 0.211
H -4.0299 3.3930 0.7858 0.214
H -4.6747 2.3756 2.0849 0.247
H -6.1866 2.3807 -1.3698 0.233
H -5.7334 -0.0908 -2.4857 0.234
H -4.2042 -1.2752 -0.7888 0.433
C -0.7428 0.1141 -1.0522 -0.534
H -0.7263 1.1728 -0.8304 0.226
H -1.7201 -0.3173 -0.8528 0.213
```

largest force on an atom = 1.1 eV Å⁻¹
frontier orbital gap (alpha / beta) = 6.09 / 6.35 eV
spin multiplicity = 2
DFT total energy = -3676.00199 Eh
HOMO level (alpha / beta) = -7.85 / -8.01 eV